Formula: C6H12O
Source: the Open Molecules 2025 dataset
Level of theory: ωB97M-V/def2-TZVPD

```
! wB97M-V def2-TZVPD RIJCOSX def2/J DEFGRID3
* xyz 0 1
C 1.85 0.10 -0.76
C 0.58 -0.69 -0.87
C 0.15 -1.58 0.20
C -1.14 -1.74 0.50
O -2.01 0.36 -0.18
C -1.28 1.33 -0.14
C -0.49 1.76 1.04
H 2.46 -0.09 -1.62
H 1.74 1.18 -0.74
H 2.49 -0.11 0.10
H -0.10 -0.41 -1.68
H 0.91 -1.88 0.92
H 0.78 -2.10 -1.11
H -1.45 -2.25 1.38
H -1.85 -1.69 -0.29
H -1.58 2.17 -0.77
H -0.09 0.92 1.59
H 0.27 2.49 0.76
H -1.24 2.25 1.69
*
```

Computed properties:
energy relative to the best compared isomer or geometry (same formula, charge and spin) = 117.46 kcal per mole
lowest unoccupied orbital energy = 0.03110 Eh

Results of the natural (NBO) charge analysis, in e, for atoms 1 through 2:
1. C -0.643
2. C -0.357


Formula: C10H22O6Si
Source: the Open Molecules 2025 dataset
Level of theory: ωB97M-V/def2-TZVPD

```
! wB97M-V def2-TZVPD RIJCOSX def2/J DEFGRID3
* xyz 0 1
O -3.29 -4.17 -1.81
O -1.70 -1.36 0.67
O -1.61 -2.70 -2.68
O 2.25 1.16 -0.38
O 2.48 2.08 2.15
O 0.94 3.55 0.22
C 2.01 1.46 -1.72
C 3.84 2.23 1.86
C 0.72 4.54 1.16
C -2.36 -3.94 -2.90
C -0.80 -1.38 1.74
C -3.56 -2.88 -1.32
C -1.28 -2.22 -0.38
C 0.42 -0.51 1.52
C -2.22 -2.09 -1.56
C 0.03 0.96 1.19
Si 1.49 2.06 0.80
H 2.58 2.35 -2.07
H 2.25 0.59 -2.36
H 0.96 1.74 -1.94
H 4.17 1.42 1.20
H 4.04 3.20 1.40
H 4.42 2.15 2.78
H -0.17 4.33 1.71
H 1.58 4.56 1.87
H 0.60 5.54 0.67
H -2.95 -3.81 -3.80
H -1.63 -4.75 -2.98
H -1.40 -1.00 2.59
H -0.58 -2.46 1.92
H -4.39 -2.42 -1.91
H -3.89 -2.94 -0.28
H -1.24 -3.25 -0.04
H -0.26 -1.99 -0.71
H 1.14 -0.53 2.36
H 1.01 -0.92 0.68
H -2.40 -1.04 -1.85
H -0.60 1.42 1.93
H -0.59 1.00 0.28
*
```

Computed properties:
lowest unoccupied orbital energy = 0.03126 Eh

Results of the natural (NBO) charge analysis, in e, for atoms 1 through 2:
1. O -0.524
2. O -0.543


Formula: C22H28N8O2RhS
Source: the Open Molecules 2025 dataset
Level of theory: ωB97M-V/def2-TZVPD

```
! wB97M-V def2-TZVPD RIJCOSX def2/J DEFGRID3
* xyz 1 1
Rh 0.52 0.27 0.68
O 0.54 0.35 2.65
C 1.63 0.21 3.38
C 1.46 0.19 4.78
C 2.53 0.09 5.63
C 3.84 -0.02 5.13
C 4.03 -0.02 3.78
C 2.95 0.09 2.87
C 3.29 0.09 1.49
N 2.45 0.15 0.51
N 2.95 0.11 -0.79
C 2.00 0.29 -1.65
O 0.73 0.48 -1.32
C 2.31 0.24 -3.10
C 3.57 -0.17 -3.54
C 3.83 -0.23 -4.90
C 2.85 0.11 -5.82
C 1.60 0.53 -5.38
C 1.33 0.59 -4.02
H 0.45 0.28 5.15
H 2.36 0.09 6.70
H 4.68 -0.09 5.81
H 5.03 -0.09 3.38
H 4.34 0.04 1.20
H 4.32 -0.44 -2.82
H 4.81 -0.55 -5.24
H 3.07 0.07 -6.88
H 0.85 0.82 -6.10
H 0.37 0.94 -3.67
C -1.09 -2.47 -3.08
N -0.51 -1.96 -1.85
C -0.45 -2.58 -0.69
N -1.01 -3.79 -0.52
S 0.38 -1.96 0.70
H -0.45 -2.16 -3.91
H -2.10 -2.09 -3.24
H -1.11 -3.56 -3.09
H -0.08 -1.03 -1.87
H -1.41 -4.30 -1.28
H -0.90 -4.25 0.36
C -2.39 -0.29 1.53
N -1.57 0.72 0.80
C -1.68 2.01 1.57
N -3.05 2.45 1.68
C -3.81 1.41 2.38
N -3.77 0.14 1.66
C -4.32 0.35 0.32
N -3.57 1.37 -0.42
C -2.20 0.94 -0.54
C -3.62 2.62 0.34
H -1.94 -0.44 2.52
H -2.35 -1.23 0.98
H -1.10 2.77 1.03
H -1.25 1.85 2.55
H -4.85 1.73 2.48
H -3.40 1.27 3.38
H -5.36 0.66 0.41
H -4.28 -0.60 -0.23
H -1.61 1.70 -1.07
H -2.15 0.00 -1.09
H -4.66 2.93 0.43
H -3.06 3.39 -0.19
*
```

Computed properties:
energy relative to the best compared isomer or geometry (same formula, charge and spin) = 1.99 kcal per mole
lowest unoccupied orbital energy = -0.15182 Eh

Results of the natural (NBO) charge analysis, in e, for atoms 1 through 2:
1. Rh 0.992
2. O -0.697


Formula: C7H14N2
Source: the Open Molecules 2025 dataset
Level of theory: ωB97M-V/def2-TZVPD

```
! wB97M-V def2-TZVPD RIJCOSX def2/J DEFGRID3
* xyz 0 1
C -1.88 1.06 1.56
C -0.72 1.82 2.29
H -2.27 0.28 2.29
H -2.94 1.67 1.54
H -1.41 0.82 0.66
H -1.08 1.98 3.29
H -0.43 2.56 1.60
H 0.04 0.96 2.03
C 0.55 -0.66 -2.32
C -0.26 0.57 -2.71
C 0.93 -0.86 -0.87
C 0.63 -2.10 -0.27
C 1.93 -0.59 1.05
N 1.59 0.06 -0.06
N 1.40 -1.94 0.99
H 0.09 -1.65 -2.49
H 1.38 -0.75 -3.01
H -0.96 0.57 -3.64
H 0.31 -3.10 -0.61
H 2.50 -0.40 1.91
H 1.35 -2.75 1.60
H 0.23 1.52 -2.77
H -0.98 0.94 -2.07
*
```

Computed properties:
energy relative to the best compared isomer or geometry (same formula, charge and spin) = 70.30 kcal per mole
lowest unoccupied orbital energy = 0.03268 Eh

Results of the natural (NBO) charge analysis, in e, for atoms 1 through 2:
1. C -0.599
2. C -0.624


Formula: C8H8O
Source: the Open Molecules 2025 dataset
Level of theory: ωB97M-V/def2-TZVPD

```
! wB97M-V def2-TZVPD RIJCOSX def2/J DEFGRID3
* xyz 0 1
C -2.34 -0.48 0.45
C -2.24 0.78 -0.10
C -1.15 -1.28 0.70
C -1.09 1.42 -0.52
C 0.01 -0.57 0.35
C -0.03 0.63 -0.29
C 1.31 -0.07 -0.04
C 2.45 -0.55 -0.91
O 2.20 0.61 1.35
H -3.28 -0.93 0.74
H -3.17 1.46 -0.28
H -1.24 -2.28 1.18
H -1.05 2.39 -0.87
H 3.33 -1.24 -0.52
H 2.89 0.32 -1.44
H 1.94 -1.18 -1.69
H 1.46 0.98 1.90
*
```

Computed properties:
energy relative to the best compared isomer or geometry (same formula, charge and spin) = 78.74 kcal per mole
lowest unoccupied orbital energy = 0.01287 Eh

Results of the natural (NBO) charge analysis, in e, for atoms 1 through 2:
1. C -0.220
2. C -0.174


Formula: C6H9FO
Source: the Open Molecules 2025 dataset
Level of theory: ωB97M-V/def2-TZVPD

```
! wB97M-V def2-TZVPD RIJCOSX def2/J DEFGRID3
* xyz 0 1
C -0.18 0.74 1.01
C -1.49 0.52 0.31
C 0.16 -0.30 -1.20
C 0.68 -1.66 -1.16
C 1.06 -1.39 0.42
C 0.85 0.12 0.14
H -0.04 0.44 2.06
H -1.91 1.51 0.01
H -2.09 -0.02 1.06
H 0.43 0.33 -2.09
H -0.04 -2.51 -1.45
H 1.55 -1.79 -1.82
H 1.95 -1.79 0.88
H 0.26 -1.91 1.04
H 1.75 0.67 -0.18
O -1.24 -0.28 -0.83
F 0.18 2.12 1.12
*
```

Computed properties:
energy relative to the best compared isomer or geometry (same formula, charge and spin) = 26.02 kcal per mole
lowest unoccupied orbital energy = 0.03924 Eh

Results of the natural (NBO) charge analysis, in e, for atoms 1 through 2:
1. C 0.180
2. C -0.108